Formula: C48H60Cl2N9OPbS
Source: the Open Molecules 2025 dataset
Level of theory: ωB97M-V/def2-TZVPD

Output
LUMO, eV: -4.22
Energy relative to the best compared isomer or geometry (same formula, charge and spin), kJ/mol: 231.7
Highest occupied orbital energy, eV: -8.7
Calculated total energy, hartree: -3944.40695

Geometry as ORCA input:
```
! RIJCOSX wB97M-V def2-TZVPD def2/J DEFGRID3
* xyz 1 1
Pb -0.461 0.143 -0.368
C 0.638 -4.354 4.701
C 0.630 -2.828 4.837
C -0.219 -2.131 3.816
C -1.586 -2.179 3.671
C -2.564 -2.988 4.460
C -2.974 -4.274 3.737
C -1.910 -1.316 2.563
N -0.744 -0.763 2.056
C 0.235 -1.227 2.793
C 1.649 -1.119 2.306
C 2.148 0.187 1.751
C 3.480 0.735 1.927
C 4.553 0.190 2.813
C 4.462 0.719 4.244
C 3.505 1.883 1.190
C 2.189 2.017 0.591
C 1.737 3.041 -0.164
C 0.412 3.288 -0.671
N -0.637 2.514 -0.419
C -1.705 3.091 -1.079
C -2.997 2.631 -1.016
C -3.516 1.536 -0.289
N -2.741 0.720 0.455
C -3.582 -0.125 1.095
C -3.168 -1.043 2.079
C -4.945 0.141 0.731
C -4.902 1.194 -0.153
C -6.033 1.834 -0.893
C -6.116 1.344 -2.340
C -6.152 -0.579 1.245
C -6.635 -0.031 2.588
C -1.266 4.270 -1.781
C 0.071 4.403 -1.509
C 1.036 5.409 -2.046
C 1.827 4.869 -3.237
C -2.098 5.060 -2.734
C -2.288 4.308 -4.053
N 1.399 0.930 0.993
C 4.630 2.848 1.009
C 4.527 4.069 1.927
H 1.460 -4.796 5.264
H 0.736 -4.653 3.654
H -0.286 -4.794 5.073
H 1.659 -2.462 4.773
H 0.295 -2.554 5.841
H -3.456 -2.392 4.668
H -2.133 -3.230 5.434
H -3.368 -4.053 2.744
H -3.743 -4.808 4.294
H -2.121 -4.942 3.614
H 2.342 -1.489 3.062
H 5.529 0.434 2.388
H 4.508 -0.901 2.836
H 4.564 1.803 4.263
H 5.245 0.293 4.871
H 3.496 0.477 4.692
H 2.467 3.804 -0.411
H -3.727 3.222 -1.558
H -3.976 -1.590 2.555
H -5.921 2.921 -0.877
H -6.972 1.623 -0.377
H -5.186 1.543 -2.875
H -6.929 1.833 -2.875
H -6.284 0.268 -2.373
H -5.937 -1.647 1.333
H -6.955 -0.497 0.511
H -5.846 -0.078 3.341
H -7.491 -0.594 2.959
H -6.930 1.013 2.493
H 1.721 5.728 -1.255
H 0.491 6.307 -2.342
H 2.264 3.893 -3.019
H 2.620 5.559 -3.522
H 1.175 4.724 -4.099
H -1.615 6.019 -2.927
H -3.070 5.291 -2.291
H -1.324 4.065 -4.498
H -2.857 4.908 -4.762
H -2.815 3.365 -3.898
H 4.651 3.179 -0.033
H 5.576 2.333 1.185
H 3.554 4.552 1.830
H 5.295 4.801 1.681
H 4.652 3.787 2.972
Cl -2.086 -0.094 -3.157
C -0.954 -0.083 -4.503
C -1.462 -0.553 -5.700
C -0.657 -0.566 -6.827
C 0.640 -0.092 -6.728
C 1.112 0.376 -5.516
Cl 2.747 0.986 -5.506
C 0.353 0.396 -4.332
S 1.013 1.010 -2.847
H -2.482 -0.904 -5.740
H -1.037 -0.931 -7.769
H 1.295 -0.079 -7.586
N 5.883 -2.183 -3.285
C 4.616 -1.902 -2.915
N 4.253 -0.609 -2.829
N 3.835 -2.931 -2.610
C 2.639 -2.580 -2.174
N 1.589 -2.276 -1.793
H 6.441 -1.498 -3.760
H 6.103 -3.153 -3.431
H 4.831 0.084 -3.272
H 3.251 -0.389 -2.818
C 1.420 -5.580 0.582
N 1.113 -4.163 0.745
C -0.210 -3.714 0.281
C 1.963 -3.312 1.243
C 3.261 -3.727 1.845
O 1.628 -2.054 1.153
H 1.685 -5.773 -0.458
H 0.531 -6.152 0.838
H 2.233 -5.884 1.233
H -0.672 -4.544 -0.244
H -0.091 -2.873 -0.398
H -0.811 -3.436 1.150
H 3.854 -4.265 1.104
H 3.101 -4.381 2.703
H 3.823 -2.852 2.155
*
```